(1)
Here is one molecule with the formula CH4BrP from the Open Molecules 2025 dataset. Energies are from wB97M-V/def2-TZVPD.

Last column: Mulliken charge in e.
Geometry (Å):
C  1.280  0.314  0.242  -0.7276
P  -2.551  -0.941  0.121  -0.1698
Br  -0.963  0.628  -0.067  0.0409
H  1.681  0.633  -0.615  0.3002
H  1.536  -0.702  0.590  0.3011
H  1.329  1.094  0.954  0.2592
H  -2.313  -1.024  -1.225  -0.0041

2S+1: 1
Frontier orbital gap (spin up / spin down) (Ha): 0.238 / 0.246

=====

(2)
Here is a 2-piece molecular cluster, CH4Cl2NOP overall from the Open Molecules 2025 dataset. Energies are from wB97M-V/def2-TZVPD.

Last column: Mulliken charge in e.
Geometry (Å):
C  -2.788  -1.472  -0.038  -0.4941
N  2.102  1.684  -0.356  -0.4397
O  1.196  0.573  1.905  -0.4844
P  1.105  0.564  0.388  0.6226
Cl  -1.595  -0.553  0.737  -0.0598
Cl  1.609  -1.439  -0.509  -0.2699
H  -2.823  -2.598  0.112  0.2933
H  -3.266  -0.976  -0.937  0.2796
H  1.988  1.644  -1.391  0.2725
H  2.473  2.573  0.090  0.2799

2S+1: 1
Frontier orbital gap (spin up / spin down) (Ha): 0.239 / 0.322

=====

(3)
Here is a 2-piece molecular cluster, CH4Cl2OP overall from the Open Molecules 2025 dataset. Energies are from wB97M-V/def2-TZVPD.

Last column: Mulliken charge in e.
Geometry (Å):
C  1.547  -0.355  0.790  -0.7234
O  1.363  -1.578  -1.669  -0.3503
P  0.613  -0.893  -0.639  0.9295
Cl  -4.186  -0.037  -2.202  -0.2713
Cl  -1.302  -0.578  -0.925  0.0536
H  1.909  -1.130  1.488  0.3584
H  0.812  0.082  1.343  0.3560
H  2.259  0.326  0.452  0.3344
H  -5.448  0.346  -1.700  0.3131

2S+1: 1
Total charge: +1
Frontier orbital gap (Ha): 0.299

=====

(4)
Here is one molecule with the formula CH4Cl2P2 from the Open Molecules 2025 dataset. Energies are from wB97M-V/def2-TZVPD.

Last column: Mulliken charge in e.
Geometry (Å):
C  -0.312  -0.877  -0.046  0.0316
P  -1.002  -0.138  1.461  -0.0606
P  1.524  -0.479  -0.267  0.2859
Cl  3.803  -0.357  0.300  -0.4057
Cl  -0.517  -2.578  0.113  -0.1262
H  -0.774  1.132  1.245  0.0238
H  -2.287  0.155  0.955  0.0595
H  1.854  -1.393  -1.085  0.0661
H  1.514  0.727  -0.930  0.1255

SMILES string: PC(Cl)=[PH2]Cl
2S+1: 1
Frontier orbital gap (spin up / spin down) (Ha): 0.259 / 0.259

=====

(5)
Here is a 2-piece molecular cluster, CH4Cl2SSi overall from the Open Molecules 2025 dataset. Energies are from wB97M-V/def2-TZVPD.

Last column: Mulliken charge in e.
Geometry (Å):
C  -1.405  -0.297  0.519  -0.1475
Si  -0.491  0.831  -0.897  0.2047
S  2.122  -0.986  0.712  -0.1759
Cl  -2.956  0.506  0.811  -0.1515
Cl  -1.694  -1.727  -0.348  -0.1449
H  -0.742  -0.531  1.428  0.2790
H  -0.424  0.530  -2.332  -0.0141
H  -0.507  2.190  -0.187  -0.0300
H  2.603  -0.980  -0.537  0.1803

Expectation value of S²: 2.006
2S+1: 3
Frontier orbital gap (spin up / spin down) (Ha): 0.283 / 0.254

=====

(6)
Here is an isolated ion of composition CH4ClN2 and charge +1 from the Open Molecules 2025 dataset. Energies are from wB97M-V/def2-TZVPD.

Last column: Mulliken charge in e.
Geometry (Å):
C  0.065  0.775  -0.272  0.7282
N  0.988  0.264  0.558  -0.3576
N  -0.914  0.074  -0.659  -0.3177
Cl  0.253  2.324  -1.002  -0.0675
H  0.625  -0.517  0.987  0.2310
H  1.754  0.880  0.847  0.2682
H  -0.877  -0.925  -0.566  0.2662
H  -1.309  0.485  -1.470  0.2491

SMILES string: NC(=[NH2+])Cl
2S+1: 1
Total charge: +1
Frontier orbital gap (Ha): 0.459

=====

(7)
Here is an isolated ion of composition CH4ClN2O and charge +1 from the Open Molecules 2025 dataset. Energies are from wB97M-V/def2-TZVPD.

Last column: Mulliken charge in e.
Geometry (Å):
C  0.101  -0.298  0.013  0.8010
N  -0.204  1.244  0.160  -0.4380
N  -0.924  -1.106  -0.105  -0.2747
O  1.307  -0.759  -0.016  -0.2673
Cl  2.719  0.286  -0.093  0.1765
H  -1.030  1.602  -0.346  0.2526
H  0.524  1.802  0.610  0.2499
H  -1.812  -0.710  -0.309  0.2352
H  -0.681  -2.062  0.086  0.2647

SMILES string: NC(=[NH2+])OCl
2S+1: 1
Total charge: +1
Frontier orbital gap (Ha): 0.342

=====

(8)
Here is a 2-piece molecular cluster, CH4ClN2P overall from the Open Molecules 2025 dataset. Energies are from wB97M-V/def2-TZVPD.

Last column: Mulliken charge in e.
Geometry (Å):
C  -1.512  0.287  -1.335  -0.2710
N  -1.364  1.135  -0.403  0.4258
N  -1.149  1.931  0.360  -0.5480
P  1.665  -1.318  1.585  0.0728
Cl  3.009  -0.405  0.415  -0.1862
H  1.479  -0.182  2.329  0.0573
H  -2.083  0.323  -2.240  0.2782
H  -0.775  -0.484  -1.171  0.1162
H  0.729  -1.285  0.460  0.0548

2S+1: 1
Frontier orbital gap (Ha): 0.342

=====

(9)
Here is a 2-piece molecular cluster, CH4ClNO overall from the Open Molecules 2025 dataset. Energies are from wB97M-V/def2-TZVPD.

Last column: Mulliken charge in e.
Geometry (Å):
C  1.490  0.598  0.640  -0.0806
N  -1.301  -0.324  -0.707  -0.4701
O  1.889  -0.505  0.366  -0.3971
Cl  -2.129  -0.803  0.767  -0.0898
H  1.534  1.071  1.624  0.2698
H  1.219  1.158  -0.311  0.2070
H  -2.021  -0.109  -1.371  0.2853
H  -0.680  -1.087  -1.009  0.2756

SMILES string: C=O.NCl
2S+1: 1
Frontier orbital gap (Ha): 0.382

=====

(10)
Here is CH4ClNO as an isolated structure from the Open Molecules 2025 dataset. Energies are from wB97M-V/def2-TZVPD.

Last column: Mulliken charge in e.
Geometry (Å):
C  0.947  -0.397  -0.018  0.0713
N  -1.667  0.949  0.274  -0.7103
O  0.550  -0.886  -1.052  -0.3589
Cl  2.441  0.608  -0.012  -0.1416
H  0.179  -0.075  0.806  0.4172
H  -0.545  1.602  0.335  0.2855
H  -2.491  1.547  -0.094  0.2225
H  -1.913  0.285  -0.463  0.2143

2S+1: 1
Frontier orbital gap (Ha): 0.383

=====

(11)
Here is a 2-piece molecular cluster, CH4ClNOS2 overall from the Open Molecules 2025 dataset. Energies are from wB97M-V/def2-TZVPD.

Last column: Mulliken charge in e.
Geometry (Å):
C  -1.535  0.297  -0.175  0.1661
N  2.496  -1.513  -0.505  -0.4012
O  -1.431  -0.382  1.089  -0.4423
S  2.204  1.267  0.046  -0.2556
S  3.202  -0.356  0.127  0.3689
Cl  -2.731  1.634  -0.126  -0.2046
H  -0.544  0.693  -0.366  -0.0739
H  -1.717  -0.486  -1.083  0.2570
H  -1.540  0.290  1.763  0.2919
H  1.597  -1.445  -0.770  0.2936

2S+1: 1
Frontier orbital gap (Ha): 0.306

=====

(12)
Here is a 2-piece molecular cluster, CH4ClOP overall from the Open Molecules 2025 dataset. Energies are from wB97M-V/def2-TZVPD.

Last column: Mulliken charge in e.
Geometry (Å):
C  -1.551  1.730  0.014  -0.4810
O  2.999  -1.993  -0.303  -0.6418
P  -0.660  0.486  0.587  0.1257
Cl  -2.144  -0.861  0.836  -0.2253
H  -2.563  1.751  -0.181  0.2788
H  2.827  -1.317  -0.998  0.3226
H  -1.080  2.614  0.093  0.3041
H  2.171  -2.410  -0.047  0.3168

SMILES string: C=PCl.O
2S+1: 1
Frontier orbital gap (Ha): 0.357

=====

Record-wise energy above the lowest of the compared OMol25 structures with the same formula, charge and spin values, in kJ/mol: 355.8 370.0 273.2 335.1 54.0 57.4 131.4 86.3 264.9 287.9 38.6 203.1
Record-wise energy values, in Ha: -2955.73327 -1432.17342 -1377.17444 -1643.46756 -1648.39703 -609.94985 -685.09444 -951.46366 -630.60916 -630.60039 -1426.99345 -917.25522